This record from OMol25 describes C3H4N2OS in the gas phase. The level of theory is ωB97M-V with the def2-TZVPD basis set.

Its relative energy (zero: lowest compared OMol25 entry of this formula, charge and spin) is 2.231 eV. As for the charge: 0. For the molecular weight, the calculation gives 116.14 g mol⁻¹. As for the structure (SMILES): Oc1[nH]cnc1S. Its total energy is -19036.8176 eV. The calculation puts the HOMO-LUMO gap at 8.257 eV. The value obtained for the largest force on an atom is 4.531 eV Å⁻¹.

Element x y z (Å)
O  1.29  -1.67  -0.08
C  0.51  -0.62  0.02
N  -0.09  -0.31  1.30
C  -0.81  0.88  1.03
N  -0.70  1.35  -0.17
C  0.01  0.32  -0.83
S  0.15  0.14  -2.73
H  1.31  -2.10  0.70
H  -0.06  -0.82  2.22
H  -1.39  1.29  1.83
H  -0.22  1.55  -3.28

In elementary charge units, the Mulliken charges are: number 1, O, carries -0.45; number 2, C, carries 0.36; number 3, N, carries -0.15; number 4, C, carries -0.17; number 5, N, carries -0.51; number 6, C, carries 0.16; number 7, S, carries -0.32; number 8, H, carries 0.30; number 9, H, carries 0.23; number 10, H, carries 0.39; number 11, H, carries 0.17